C24H34N4O5S | ωB97M-V/def2-TZVPD

The geometry in XYZ format:
```
68
Properties=species:S:1:pos:R:3:forces:R:3:mulliken_charge:R:1
C -3.602592 -3.931959 -6.197101 0.14 -0.04 0.19 -1.40
C -2.453104 -3.643039 -5.239613 0.05 0.28 -0.20 -0.18
C -1.310890 -2.854403 -5.904673 -0.03 -0.25 -0.04 0.01
C -0.582757 -3.691348 -6.958136 -0.21 0.22 0.10 -1.75
N -0.337488 -2.303824 -4.968184 0.01 0.16 0.06 0.17
C -0.781255 -1.141473 -4.231883 0.18 0.18 0.00 -0.61
C 0.438224 -0.460241 -3.596985 -0.42 0.19 -0.07 -0.90
N 1.113475 -1.386948 -2.721127 0.09 -0.18 -0.40 0.13
C 1.238307 -1.340540 -1.375564 0.03 0.45 0.15 0.17
O 1.724774 -2.266950 -0.751775 0.04 -0.17 0.31 -0.71
C 0.751972 -0.081822 -0.657236 0.10 -0.37 0.22 0.34
C 1.503883 0.070934 0.667754 -0.14 0.13 -0.04 -1.02
C 0.945722 1.243562 1.466358 0.70 0.02 -0.03 -0.63
N -0.469469 1.047410 1.688698 -0.40 0.48 0.82 0.32
S -1.100167 2.076757 2.848952 0.25 -0.23 0.29 1.56
O -0.562728 3.403842 2.722813 0.16 -0.15 0.04 -0.76
O -2.524434 1.917573 2.838360 0.01 -0.20 -0.10 -0.77
C -0.457351 1.325543 4.304519 0.33 0.52 0.10 0.03
C -0.706932 -0.012590 4.706293 0.26 0.21 0.30 0.27
C -1.511772 -1.009222 3.969044 -0.01 -0.26 0.13 -1.02
N -0.107641 -0.254603 5.841133 -0.68 -1.19 -0.35 -0.83
O 0.538254 0.878667 6.223442 0.27 1.20 -0.24 -0.17
C 0.337000 1.844932 5.308247 -0.58 -0.55 -0.70 0.84
C 0.900960 3.147900 5.459740 0.51 0.41 0.61 -0.74
C 1.649745 3.504272 6.522054 -0.49 -0.26 -0.70 -0.38
C 2.218086 4.801304 6.700933 0.70 0.24 1.06 0.34
C 2.986423 5.296285 7.735373 -0.54 -0.50 -0.64 -0.67
C 3.274823 6.635046 7.410506 -0.21 0.33 -0.57 -0.46
C 2.667982 6.864500 6.208651 0.57 0.48 0.69 -0.45
O 2.033138 5.772469 5.775419 -0.34 -0.39 -0.34 -0.25
C -1.224905 0.982205 0.457136 -0.61 -0.11 -0.36 -1.15
C -0.748487 -0.212341 -0.362908 0.10 0.36 0.03 0.07
C 1.508779 -2.590334 -3.428041 0.00 -0.49 0.12 -1.39
C 0.283092 -3.249295 -4.060309 0.28 0.12 -0.01 -0.40
H -3.979883 -3.008468 -6.631616 -0.08 0.08 -0.08 0.34
H -4.418628 -4.418871 -5.667785 -0.11 -0.04 -0.04 0.39
H -3.283512 -4.587236 -7.002870 -0.03 -0.07 -0.13 0.33
H -2.836855 -3.061143 -4.397884 0.03 -0.04 0.09 0.28
H -2.064188 -4.584434 -4.846526 0.04 0.00 0.10 0.27
H -1.747787 -1.985829 -6.413373 0.00 -0.05 0.04 0.38
H -0.322597 -4.674268 -6.573763 0.04 -0.16 0.02 0.34
H 0.327716 -3.180745 -7.259569 0.08 0.03 -0.07 0.42
H -1.211613 -3.823236 -7.833490 -0.04 -0.11 -0.12 0.50
H -1.500128 -1.396625 -3.431031 0.01 0.05 -0.04 0.25
H -1.263480 -0.444136 -4.920475 -0.02 0.00 0.02 0.41
H 1.131939 -0.178436 -4.397783 -0.09 0.07 0.05 0.31
H 0.124826 0.437132 -3.069242 0.05 -0.01 0.03 0.45
H 0.937034 0.807251 -1.266514 -0.05 -0.01 -0.02 0.34
H 1.397645 -0.851613 1.238794 0.06 0.00 0.00 0.27
H 2.566048 0.228197 0.476847 0.02 -0.02 0.05 0.42
H 1.425904 1.308990 2.445146 0.15 0.00 -0.10 0.48
H 1.123980 2.191596 0.936575 0.00 -0.04 0.07 0.31
H -2.442921 -0.546691 3.648598 -0.08 -0.08 -0.01 0.32
H -1.708063 -1.870417 4.600721 -0.05 -0.06 0.00 0.41
H -0.969824 -1.326167 3.079498 -0.02 -0.05 -0.05 0.10
H 0.678205 3.838519 4.659939 0.03 0.07 0.00 0.63
H 1.850343 2.790694 7.308611 0.02 -0.04 0.07 0.47
H 3.296112 4.760309 8.609066 0.02 -0.19 0.16 0.48
H 3.850048 7.331962 7.984456 0.10 0.19 0.06 0.44
H 2.622340 7.738519 5.588835 -0.07 0.04 -0.15 0.45
H -2.274970 0.883313 0.734545 0.02 0.00 -0.22 0.49
H -1.101766 1.909358 -0.124859 -0.04 -0.06 0.00 0.29
H -0.915123 -1.129027 0.204958 -0.04 -0.07 -0.02 0.25
H -1.325621 -0.268076 -1.286988 -0.05 -0.03 0.00 0.01
H 1.983319 -3.260728 -2.711195 -0.02 0.09 -0.13 0.48
H 2.221603 -2.318350 -4.212631 -0.03 -0.04 0.00 0.35
H 0.598848 -4.130298 -4.617094 0.00 -0.07 0.03 0.48
H -0.401617 -3.563320 -3.253791 0.03 -0.05 -0.04 0.27
```
Positions in Å, forces in eV/Å.

The energy above the lowest of the compared OMol25 structures with the same formula, charge and spin is 5.1294 eV. The value obtained for the lowest unoccupied orbital energy is -0.3 eV. The calculation puts the HOMO-LUMO gap at 7.789 eV. Its net charge is 0.